This record from OMol25 describes a 9-piece molecular cluster, C20H61BF4N5O8 overall. The level of theory is ωB97M-V/def2-TZVPD.

CARTESIAN COORDINATES (ANGSTROEM)
B: -11.75 7.60 9.31
F: -11.58 8.99 9.08
F: -10.50 6.98 9.35
F: -12.42 7.50 10.55
F: -12.52 7.07 8.25
C: -9.25 14.65 9.03
C: -10.00 14.18 10.27
C: -9.18 13.15 11.03
O: -8.60 12.14 10.24
C: -9.57 11.34 9.57
N: -10.25 15.34 11.15
H: -8.26 15.03 9.30
H: -9.78 15.47 8.55
H: -9.16 13.88 8.27
H: -10.94 13.74 9.92
H: -9.75 12.69 11.85
H: -8.38 13.67 11.58
H: -9.69 11.70 8.55
H: -10.54 11.28 10.05
H: -9.19 10.32 9.54
H: -10.82 15.00 11.93
H: -10.83 16.01 10.66
C: -11.36 6.64 3.97
C: -11.72 8.10 4.21
C: -12.40 8.67 2.97
O: -11.48 8.66 1.89
C: -12.14 8.65 0.65
N: -12.62 8.26 5.36
H: -12.18 5.99 3.68
H: -10.84 6.24 4.85
H: -10.56 6.58 3.22
H: -10.81 8.69 4.40
H: -12.69 9.71 3.17
H: -13.29 8.07 2.76
H: -12.64 7.69 0.48
H: -11.41 8.70 -0.15
H: -12.85 9.49 0.59
H: -13.58 8.09 5.04
H: -12.56 7.47 6.01
C: -10.93 3.44 9.83
C: -9.94 3.98 8.82
C: -8.57 4.26 9.39
O: -7.62 4.60 8.39
C: -7.87 5.86 7.80
N: -9.77 2.92 7.77
H: -10.61 2.64 10.49
H: -11.88 3.20 9.34
H: -11.17 4.25 10.55
H: -10.38 4.87 8.38
H: -8.12 3.44 9.95
H: -8.60 5.07 10.14
H: -8.77 5.84 7.19
H: -7.07 6.08 7.09
H: -7.94 6.64 8.56
H: -10.54 2.98 7.12
H: -8.92 3.13 7.27
C: -10.96 9.90 12.71
C: -12.35 10.50 12.81
C: -12.35 12.00 13.09
O: -11.51 12.25 14.21
C: -11.62 13.57 14.67
N: -13.01 10.35 11.50
H: -10.32 10.34 11.95
H: -11.10 8.85 12.42
H: -10.35 9.92 13.61
H: -13.00 10.07 13.58
H: -13.37 12.34 13.31
H: -11.96 12.58 12.24
H: -11.17 14.26 13.94
H: -11.05 13.65 15.59
H: -12.67 13.85 14.85
H: -12.39 10.74 10.79
H: -13.08 9.37 11.26
C: -15.36 8.11 13.56
C: -15.67 6.68 13.16
C: -14.74 6.16 12.09
O: -15.05 4.81 11.80
C: -14.22 4.30 10.76
N: -15.69 5.78 14.33
H: -16.15 8.59 14.13
H: -15.18 8.73 12.67
H: -14.42 8.10 14.13
H: -16.69 6.66 12.73
H: -13.70 6.23 12.46
H: -14.72 6.79 11.20
H: -13.44 5.00 10.48
H: -14.86 4.05 9.91
H: -13.78 3.34 11.05
H: -16.64 5.57 14.61
H: -15.28 4.89 14.05
O: -9.58 8.40 7.01
H: -10.08 7.99 7.74
H: -10.25 8.64 6.37
O: -13.25 4.58 7.43
H: -13.08 5.23 8.12
H: -13.85 5.03 6.82
O: -14.04 9.55 7.94
H: -13.45 9.52 7.17
H: -13.45 9.42 8.69

Calculated values
Net charge: -1
Gap between HOMO and LUMO, Eh: 0.3341
Spin multiplicity: 1
Relative energy (zero: lowest compared OMol25 entry of this formula, charge and spin), kJ/mol: 20.62
Highest occupied orbital energy, eV: -6.663

This record from OMol25 describes a 10-piece molecular cluster, C20H61ClN7O16 overall. The level of theory is ωB97M-V/def2-TZVPD.

CARTESIAN COORDINATES (ANGSTROEM)
Cl: -0.14 -0.25 -0.83
O: 0.16 0.36 -2.11
O: -0.27 -1.70 -0.94
O: 0.95 0.05 0.04
O: -1.32 0.32 -0.24
C: -9.29 -2.07 1.01
O: -8.18 -2.08 0.20
C: -8.12 -1.29 -0.97
C: -6.89 -1.49 -1.83
N: -5.67 -0.97 -1.22
C: -4.72 -0.25 -2.05
C: -4.37 -0.97 -3.35
O: -3.55 -2.06 -2.98
C: -3.64 -3.15 -3.89
H: -9.45 -2.95 1.63
H: -10.25 -1.94 0.50
H: -9.28 -1.20 1.69
H: -8.02 -0.28 -0.54
H: -9.08 -1.35 -1.49
H: -7.16 -1.08 -2.80
H: -6.75 -2.58 -1.87
H: -5.18 -1.77 -0.85
H: -3.85 -0.01 -1.43
H: -5.01 0.77 -2.32
H: -3.93 -0.25 -4.05
H: -5.33 -1.23 -3.81
H: -2.72 -3.11 -4.47
H: -4.50 -3.10 -4.55
H: -3.73 -4.10 -3.36
C: 0.74 2.55 2.15
O: -0.25 2.59 3.16
C: -0.73 1.25 3.40
C: -1.37 1.21 4.78
N: -0.33 1.52 5.75
C: -0.86 2.09 6.96
C: 0.19 2.24 8.02
O: 0.75 0.99 8.45
C: 2.12 1.03 8.82
H: 1.22 3.52 2.01
H: 0.29 2.40 1.16
H: 1.53 1.81 2.21
H: 0.23 0.72 3.40
H: -1.28 0.81 2.57
H: -1.94 0.33 5.08
H: -2.15 2.00 4.82
H: 0.29 2.20 5.34
H: -1.71 1.64 7.47
H: -1.09 3.14 6.69
H: -0.15 2.64 8.99
H: 1.05 2.89 7.84
H: 2.24 1.68 9.69
H: 2.67 1.46 7.98
H: 2.50 0.03 8.99
C: 5.58 0.19 1.64
O: 5.61 0.88 0.40
C: 4.26 1.04 -0.11
C: 4.27 0.99 -1.60
N: 5.35 1.87 -2.11
C: 5.69 1.55 -3.49
C: 7.05 2.08 -3.84
O: 7.43 1.81 -5.18
C: 8.84 1.80 -5.34
H: 6.58 0.05 2.06
H: 5.21 -0.82 1.48
H: 4.92 0.69 2.36
H: 3.97 1.98 0.36
H: 3.57 0.28 0.27
H: 3.38 1.34 -2.12
H: 4.39 -0.05 -1.95
H: 6.16 1.59 -1.57
H: 4.96 1.93 -4.21
H: 5.64 0.46 -3.64
H: 7.78 1.81 -3.07
H: 7.02 3.18 -3.76
H: 9.06 1.86 -6.40
H: 9.17 0.85 -4.90
H: 9.34 2.63 -4.83
C: 1.14 -5.25 0.30
O: 1.67 -6.33 0.62
N: 0.27 -5.15 -0.74
N: 1.33 -4.12 1.00
H: -0.22 -4.29 -0.90
H: 0.20 -5.85 -1.45
H: 2.13 -4.25 1.61
H: 1.10 -3.29 0.49
C: 1.95 3.01 -5.03
O: 2.45 2.54 -6.05
N: 0.93 2.39 -4.37
N: 2.53 4.01 -4.30
H: 0.66 2.81 -3.50
H: 0.68 1.43 -4.48
H: 2.04 4.40 -3.52
H: 3.39 4.40 -4.63
O: -2.15 -1.78 1.82
H: -1.49 -1.25 1.37
H: -2.25 -2.55 1.25
O: -2.49 -3.93 -0.19
H: -2.87 -4.79 -0.41
H: -2.31 -3.52 -1.05
O: 0.67 -2.94 -3.37
H: 0.20 -2.51 -2.63
H: 0.84 -2.23 -3.99
O: -3.26 2.32 1.10
H: -4.07 2.27 0.59
H: -2.96 1.41 1.17

Calculated values
Net charge: -1
Gap between HOMO and LUMO, Eh: 0.3228
Spin multiplicity: 1
Relative energy (zero: lowest compared OMol25 entry of this formula, charge and spin), kJ/mol: 149.82
Highest occupied orbital energy, eV: -6.539

This record from OMol25 describes a 10-piece molecular cluster, C20H61NO10 overall. The level of theory is ωB97M-V/def2-TZVPD.

CARTESIAN COORDINATES (ANGSTROEM)
C: -3.40 1.79 -0.53
O: -2.46 0.94 0.14
C: -1.23 0.79 -0.53
C: -0.18 -0.21 0.06
C: 0.19 0.24 1.44
N: 1.04 -0.03 -0.72
H: -4.24 1.93 0.15
H: -3.84 1.39 -1.45
H: -3.13 2.81 -0.81
H: -1.49 0.32 -1.48
H: -0.81 1.79 -0.62
H: -0.59 -1.22 0.02
H: 0.50 1.28 1.52
H: 0.93 -0.38 1.96
H: -0.73 0.28 2.02
H: 1.02 0.05 -1.73
H: 1.80 -0.65 -0.48
C: 6.82 1.49 5.59
C: 7.86 1.36 6.71
O: 7.93 0.05 7.14
H: 7.28 1.00 4.72
H: 6.59 2.55 5.49
H: 5.90 0.94 5.80
H: 7.57 2.06 7.49
H: 8.80 1.65 6.23
H: 8.29 -0.03 8.03
C: 7.72 -0.17 -5.81
C: 7.31 -1.66 -6.01
O: 6.19 -1.92 -5.27
H: 6.98 0.62 -5.66
H: 8.35 0.05 -6.67
H: 8.30 -0.01 -4.90
H: 8.04 -2.32 -5.56
H: 7.25 -1.79 -7.09
H: 5.45 -1.59 -5.78
C: 0.61 7.05 -0.04
C: 2.07 7.24 0.31
O: 2.78 7.40 -0.97
H: 0.19 7.97 -0.45
H: -0.05 6.88 0.81
H: 0.49 6.36 -0.87
H: 2.40 6.32 0.80
H: 2.32 8.14 0.85
H: 2.92 8.29 -1.29
C: 0.00 -6.89 -0.49
C: -0.59 -6.78 -1.94
O: -0.65 -8.07 -2.65
H: 0.14 -7.90 -0.10
H: -0.56 -6.25 0.19
H: 0.95 -6.41 -0.71
H: -0.14 -5.95 -2.49
H: -1.64 -6.56 -1.74
H: -1.27 -8.58 -2.11
C: -8.25 -2.60 -2.11
C: -7.77 -2.93 -3.57
O: -6.65 -3.74 -3.58
H: -8.97 -1.79 -2.01
H: -7.32 -2.25 -1.65
H: -8.61 -3.49 -1.61
H: -7.40 -2.04 -4.06
H: -8.57 -3.44 -4.10
H: -6.85 -4.58 -4.01
C: -0.15 -1.81 -7.94
C: 0.79 -0.66 -8.31
O: 1.95 -0.62 -7.51
H: -0.60 -1.52 -6.99
H: 0.25 -2.75 -7.56
H: -0.94 -1.97 -8.68
H: 0.23 0.28 -8.25
H: 1.07 -0.75 -9.36
H: 2.36 0.20 -7.79
C: -6.96 -2.25 5.71
C: -6.35 -2.35 4.35
O: -6.26 -1.11 3.68
H: -7.89 -1.68 5.78
H: -6.31 -1.73 6.41
H: -6.93 -3.23 6.19
H: -6.94 -2.98 3.69
H: -5.37 -2.82 4.33
H: -5.49 -1.07 3.11
C: -2.71 3.07 7.48
C: -1.49 3.63 8.33
O: -0.39 2.87 8.14
H: -2.36 3.09 6.44
H: -3.55 3.76 7.48
H: -3.06 2.06 7.69
H: -1.74 3.51 9.38
H: -1.04 4.58 8.01
H: -0.21 2.34 8.93
O: 5.16 3.59 -2.37
H: 4.80 4.48 -2.33
H: 4.55 3.06 -1.85

Calculated values
SMILES: COC[C@H](C)N.CCO.CCO.CCO.CCO.CCO.CCO.CCO.CCO.O
Gap between HOMO and LUMO, Eh: 0.3472
Spin multiplicity: 1
Relative energy (zero: lowest compared OMol25 entry of this formula, charge and spin), kJ/mol: 395.47
Highest occupied orbital energy, eV: -9.072

The highest gap between HOMO and LUMO belongs to which entry? C20H61NO10